Entry 1:
Formula: C28H84O14
Source: OMol25
Level of theory: ωB97M-V with the def2-TZVPD basis set

Geometry as XYZ:
```
126
Properties=species:S:1:pos:R:3:forces:R:3:mulliken_charge:R:1
C 7.28296 3.42675 5.00484 -1.40 -0.11 0.05 -1.2608
C 5.76594 3.12214 5.22096 2.46 0.31 2.57 0.5571
C 4.97141 3.27258 4.04169 -1.82 -0.26 -1.84 -1.2006
O 5.55875 1.86947 5.83860 -0.07 -1.00 -0.26 -0.5381
H 7.84741 3.12525 5.88722 0.06 0.38 0.13 0.4094
H 7.25469 4.50744 4.86547 0.82 0.01 -0.04 0.3255
H 7.72923 2.91954 4.14946 -0.22 0.05 -0.16 0.3240
H 5.43909 3.84606 5.96743 -0.06 0.45 0.08 0.1259
H 4.88701 4.32529 3.77194 0.28 -0.11 -0.42 0.3464
H 3.95008 2.93946 4.22610 -0.12 0.00 0.16 0.3211
H 5.33410 2.61975 3.24773 0.13 0.34 -0.34 0.2805
H 6.37078 1.62660 6.28941 -0.07 -0.08 0.07 0.3102
C -1.40008 0.20616 -1.22069 0.43 0.04 -0.52 -1.3071
C -1.00413 -0.54356 0.04161 1.21 1.05 0.37 0.5669
C -0.29335 0.31241 1.11590 0.04 0.81 -0.14 -1.2640
O -2.20720 -1.04985 0.57970 -0.11 -0.37 0.21 -0.5102
H -0.65862 0.72199 -1.83082 0.90 -0.29 0.55 0.3913
H -2.07193 1.03958 -1.01542 -0.66 -0.51 0.16 0.3206
H -1.75914 -0.56000 -1.90783 -0.80 0.31 0.03 0.2773
H -0.36100 -1.39346 -0.18679 0.18 -0.03 -0.40 0.2262
H 0.58125 0.87906 0.79637 0.02 -0.10 -0.73 0.3317
H 0.10951 -0.18880 1.99601 -0.51 -0.63 -0.01 0.3518
H -0.99067 1.07706 1.45817 -0.18 -0.06 0.14 0.3132
H -1.88372 -1.70617 1.20116 -0.56 -0.22 0.34 0.3030
C 3.64185 5.18595 -2.40869 1.27 -1.39 2.02 -1.2521
C 4.79396 6.00214 -2.94541 -0.85 0.71 -0.93 0.5455
C 4.29672 7.29662 -3.50978 -0.95 0.79 -1.35 -1.2763
O 5.67048 6.27056 -1.86796 0.09 -0.41 0.53 -0.5435
H 2.87848 4.65618 -2.97853 0.15 0.86 -0.58 0.3752
H 3.26816 5.64990 -1.49589 -0.59 0.46 -0.35 0.3281
H 4.20026 4.37553 -1.94019 -0.08 -0.62 0.09 0.2895
H 5.31901 5.43562 -3.71449 0.08 -0.11 -0.17 0.1687
H 3.60846 7.15834 -4.34361 -0.04 -0.62 -0.27 0.3486
H 5.04970 7.93261 -3.97522 0.35 0.15 0.50 0.3723
H 3.64093 7.85241 -2.83960 0.56 0.12 0.55 0.3249
H 6.36866 6.84829 -2.18477 0.02 0.06 -0.04 0.3183
C -4.07421 -7.13997 -5.33452 0.41 -0.34 -0.19 -1.2727
C -4.12792 -5.92491 -6.23480 0.12 -0.64 -0.36 0.4494
C -5.42017 -5.76887 -7.06742 0.40 0.82 -0.11 -1.1702
O -3.85299 -4.80581 -5.43673 -0.49 1.41 0.66 -0.5060
H -3.16275 -7.00065 -4.75319 -0.10 -0.30 0.28 0.3586
H -3.99063 -8.09267 -5.85746 -0.06 0.06 -0.20 0.3709
H -4.93798 -7.21506 -4.67394 -0.08 0.19 0.09 0.3159
H -3.20755 -5.84603 -6.81341 -0.32 -0.91 -0.91 0.2471
H -6.20554 -5.37329 -6.42337 -0.07 -0.05 0.11 0.2766
H -5.83976 -6.60341 -7.62919 0.45 -0.51 0.42 0.3560
H -5.23794 -5.01766 -7.83591 -0.03 0.25 0.08 0.2833
H -4.33588 -4.86099 -4.60886 -0.23 0.06 0.16 0.2929
C 2.98938 -7.17659 -0.17888 -0.36 -1.95 1.07 -1.1494
C 2.06325 -8.46837 -0.13229 2.67 -0.01 -2.65 0.2021
C 2.93708 -9.75845 -0.18572 -0.41 0.27 -0.26 -1.2109
O 1.22389 -8.53269 0.93881 -0.77 0.46 1.20 -0.5127
H 3.62365 -7.31487 0.69672 -0.05 0.57 0.54 0.3005
H 2.39777 -6.26324 -0.11650 0.31 -0.01 -0.23 0.2880
H 3.74908 -7.24297 -0.95769 -0.59 0.31 -0.55 0.3579
H 1.49730 -8.46334 -1.06384 -0.48 -0.02 0.18 0.3289
H 3.56805 -9.91325 0.68951 0.09 0.37 0.20 0.3443
H 3.57860 -9.77689 -1.06675 0.01 0.04 -0.02 0.3575
H 2.28421 -10.63053 -0.22210 -0.10 0.02 -0.12 0.3219
H 1.83839 -8.56962 1.67544 -0.31 -0.03 0.64 0.3723
C 7.97105 0.49126 -1.44271 -0.72 0.67 0.65 -1.5285
C 7.36763 -0.88110 -1.49153 0.32 0.44 0.78 0.7186
C 5.84787 -0.90270 -1.21359 0.68 -0.34 -1.32 -1.2423
O 7.71886 -1.39058 -2.76603 -0.68 -0.63 -0.45 -0.5474
H 7.59565 1.03120 -0.57345 0.23 0.13 0.13 0.3478
H 7.63104 1.03670 -2.32303 0.35 0.18 -0.10 0.3864
H 9.05284 0.38827 -1.35757 0.06 0.38 -0.26 0.4105
H 7.95259 -1.44994 -0.76881 -0.52 -0.46 0.49 0.1774
H 5.36631 -0.47391 -2.09241 -0.07 0.05 -0.16 0.3386
H 5.49785 -0.29971 -0.37574 0.45 -0.31 0.25 0.3357
H 5.51614 -1.94005 -1.16912 -0.17 0.09 0.32 0.2907
H 8.55225 -0.96008 -2.97026 0.06 -0.19 -0.32 0.3128
C -0.36825 7.46062 2.84312 0.27 0.41 0.04 -1.1802
C -1.17270 8.64427 3.41571 1.78 1.43 -1.06 0.2768
C -0.44958 10.06174 3.36861 0.17 -0.84 0.66 -1.0920
O -2.33942 8.81199 2.62599 -0.90 -0.38 0.98 -0.5442
H 0.03551 7.81027 1.89296 0.09 -0.16 -0.24 0.3167
H -0.95595 6.56289 2.65132 -0.39 0.24 0.08 0.3154
H 0.48554 7.11416 3.42545 0.02 0.38 0.30 0.3391
H -1.34195 8.58299 4.49075 -0.99 -0.77 -0.26 0.2840
H -0.93655 10.64181 4.15250 -0.25 0.35 -0.36 0.3082
H -0.50780 10.57757 2.41015 -0.22 -0.20 -0.05 0.3011
H 0.59525 10.07427 3.67885 0.20 -0.45 -0.09 0.3298
H -2.09289 8.82574 1.69830 0.22 -0.01 0.00 0.3453
C -4.07838 5.83323 -4.65088 -0.47 -1.17 -0.53 -0.5191
O -4.84152 6.98499 -4.92381 0.10 0.32 0.17 -0.4883
H -3.12434 5.83154 -5.17804 0.07 0.51 0.37 0.2359
H -4.00083 5.60104 -3.58872 0.44 0.34 0.15 0.2379
H -4.60991 4.98328 -5.07888 0.02 -0.38 -0.08 0.2296
H -5.73293 6.73357 -4.67127 -0.16 0.38 -0.07 0.3042
C -0.97090 -5.55564 5.71331 2.10 1.19 1.82 -0.6624
O -1.34589 -5.19552 4.41926 -0.74 -0.63 -0.10 -0.4597
H -1.25774 -4.85053 6.49346 -1.44 0.03 -0.32 0.2691
H -1.08501 -6.57004 6.09549 -0.61 -0.13 -0.57 0.2723
H 0.08324 -5.31194 5.84562 0.79 -0.61 -0.37 0.2821
H -1.16771 -5.98652 3.90527 -0.10 0.16 -0.48 0.2981
C -6.10943 -1.38960 5.45180 -0.57 0.83 -1.78 -0.5111
O -7.27881 -0.48616 5.26866 1.47 -1.15 0.95 -0.5001
H -5.27918 -1.01208 4.85491 0.23 0.49 0.23 0.2447
H -5.75102 -1.51311 6.47374 -0.75 0.19 0.00 0.2478
H -6.29334 -2.33144 4.93487 -0.36 -0.39 0.64 0.2302
H -7.56265 -0.62184 4.36167 -0.01 0.04 -0.05 0.2894
C -6.98511 -5.25250 -0.27299 0.33 0.55 1.29 -0.4954
O -6.76830 -5.01291 -1.61515 -0.31 -0.25 -1.90 -0.4758
H -7.75987 -5.99795 -0.09370 0.18 -0.13 0.17 0.2923
H -6.01691 -5.52192 0.14903 -0.20 -0.36 0.47 0.1822
H -7.28961 -4.31146 0.18508 -0.16 -0.02 0.32 0.1863
H -7.36713 -5.59779 -2.08517 0.17 0.21 -0.38 0.3090
C -4.48364 -0.28964 -8.01609 -0.29 -0.07 -1.62 -0.5170
O -3.13971 -0.39998 -7.71436 1.66 0.35 1.10 -0.5027
H -4.70506 0.69000 -8.43961 0.03 0.40 0.77 0.2392
H -4.55729 -0.88990 -8.92293 -1.29 -0.73 0.17 0.2399
H -5.09559 -0.56066 -7.15576 -0.46 0.03 -0.42 0.2247
H -3.05315 -1.21838 -7.22006 0.34 -0.01 0.01 0.3155
C 1.36187 -0.81651 8.56970 -0.05 -0.33 -0.48 -0.5135
O 2.04803 0.19200 9.27004 0.19 0.06 0.40 -0.4985
H 0.69246 -0.34613 7.84946 -0.20 -0.29 -0.19 0.2422
H 2.08450 -1.45380 8.06003 -0.09 -0.15 -0.29 0.2336
H 0.79054 -1.48087 9.21800 0.01 0.39 0.32 0.2261
H 2.69646 0.50673 8.63593 0.16 0.33 0.23 0.3100
C -6.78975 1.46811 -1.38840 1.08 0.84 -0.93 -0.5015
O -6.60623 0.69268 -0.26506 -0.82 -1.06 1.63 -0.4852
H -6.37320 2.45683 -1.19597 0.07 0.33 -0.23 0.2209
H -6.24201 1.03394 -2.22481 -0.20 0.12 -0.38 0.2197
H -7.83069 1.63134 -1.66749 -0.12 -0.51 0.30 0.2326
H -5.77195 0.21850 -0.23778 0.02 0.24 -0.38 0.3120
```
Positions in Å, forces in eV/Å.

Output
E_HOMO ... -10.0 eV
Maximum force ... 0.0732 Eh/bohr
E_tot ... -2170.232736 a.u.


Entry 2:
Formula: C28H84O14
Source: OMol25
Level of theory: ωB97M-V with the def2-TZVPD basis set

Geometry as XYZ:
```
126
Properties=species:S:1:pos:R:3:forces:R:3:mulliken_charge:R:1
C 0.38157 1.21351 -4.28832 -0.29 -0.63 0.33 -0.1309
C -1.06681 1.14556 -4.72315 -0.30 -0.64 0.59 -0.6120
O -1.91526 1.81412 -3.79038 -0.19 0.69 -0.66 -0.4815
H 0.40500 1.05967 -3.20579 0.04 -0.22 -0.01 -0.4218
H 0.88128 2.16915 -4.44041 -0.01 -0.07 -0.44 0.3746
H 0.85418 0.34538 -4.75449 0.63 0.39 -0.02 0.3654
H -1.40284 0.10092 -4.74122 0.29 -0.12 0.04 0.1659
H -1.18962 1.45279 -5.76504 -0.28 0.70 0.26 0.3951
H -2.13558 1.17033 -3.10091 0.14 -0.12 -0.03 0.2456
C 0.65516 3.66378 -1.70686 0.59 -0.19 0.62 0.8437
C 1.11005 5.02248 -2.23656 -1.25 -0.87 -0.20 -0.8421
O 1.26915 4.95022 -3.64726 0.54 0.11 -0.30 -0.5434
H 1.35315 2.83755 -1.85762 0.09 0.16 -0.51 -0.2622
H -0.30616 3.41956 -2.15901 0.02 -0.16 0.01 0.4330
H 0.55761 3.67291 -0.61759 -0.27 0.29 0.07 -0.5937
H 2.03779 5.40843 -1.81919 -0.06 -0.04 0.17 0.2764
H 0.24361 5.64076 -1.97819 0.47 0.69 -0.03 0.3765
H 0.50659 5.28724 -4.11948 -0.16 0.01 0.21 0.2976
C -4.73918 0.15476 -2.56242 -0.20 -1.01 -0.68 -1.4864
C -3.79788 -0.36442 -1.50397 -0.13 1.09 0.05 0.5509
O -2.47681 -0.34350 -2.04309 -0.26 -0.76 0.23 -0.0999
H -4.54628 1.17506 -2.88586 -0.01 0.05 0.20 0.2741
H -5.78494 -0.00703 -2.29654 0.02 0.39 0.29 0.4168
H -4.60297 -0.50147 -3.42875 0.08 0.22 -0.18 0.3409
H -4.12737 -1.35585 -1.18130 0.28 -0.13 -0.04 0.2592
H -3.82076 0.31416 -0.64441 -0.05 -0.22 0.20 -0.2818
H -1.91370 -0.79032 -1.37894 0.04 0.72 -0.18 0.2508
C -1.51053 4.56377 2.73797 -0.33 -0.59 -0.87 -0.9124
C -0.18344 4.88563 2.07203 1.07 -0.02 1.93 -0.3647
O 0.69280 3.75555 2.01009 0.55 -0.76 -1.02 -0.6643
H -1.98839 3.86420 2.04501 -0.57 0.22 0.13 0.0626
H -2.14196 5.42710 2.93828 0.04 0.14 -0.45 0.4474
H -1.47147 4.02613 3.68736 0.71 0.16 0.02 0.3634
H 0.38134 5.60172 2.68016 -0.31 0.40 -0.18 0.2790
H -0.21046 5.24674 1.04733 -0.56 0.06 0.03 0.3082
H 0.61368 3.05690 2.66562 -0.71 0.46 0.40 0.2387
C 2.30081 -0.60956 3.28958 -0.15 -1.10 0.77 -0.7692
C 3.46415 -0.83941 2.32989 -1.05 1.61 0.03 0.5079
O 4.51083 0.06790 2.66753 0.06 -0.46 -0.20 -0.6186
H 1.38370 -1.17120 3.07386 0.13 -0.04 -0.46 -0.0690
H 2.00768 0.43517 3.37405 0.29 0.09 0.00 0.2455
H 2.61501 -1.01201 4.25739 -0.07 0.48 0.21 0.4653
H 3.07940 -0.53485 1.34697 0.36 -0.71 -0.30 -0.4181
H 3.80817 -1.86935 2.38177 0.22 0.09 -0.25 0.3043
H 4.12595 0.93701 2.47501 0.14 0.13 0.25 0.3252
C 1.73519 -4.45739 3.16835 -1.31 -0.46 -1.03 -0.9197
C 0.31303 -4.21878 2.64833 -0.44 0.37 1.09 0.3257
O 0.32618 -4.17427 1.22856 0.10 -0.01 -0.23 -0.4183
H 2.31279 -3.64500 2.73790 0.51 -0.04 0.49 -0.2081
H 2.03536 -5.41638 2.74073 0.36 0.10 -0.06 0.3330
H 1.77325 -4.57860 4.24695 0.08 0.46 0.05 0.4414
H -0.13077 -3.29242 3.03444 0.54 0.32 -0.08 -0.0493
H -0.41633 -4.94481 3.03113 0.33 -0.54 -0.34 0.3421
H -0.42194 -3.63207 0.94860 -0.02 -0.14 -0.14 -0.2076
C -0.91665 -5.06794 -3.44754 -0.33 0.08 -0.28 -1.3684
C -1.44825 -3.77856 -2.84149 0.39 -0.02 0.00 -0.1724
O -0.93097 -3.53001 -1.53289 -0.19 0.14 0.47 -0.1634
H -1.57188 -5.23240 -4.30595 0.30 -0.40 -0.15 0.4025
H -0.97210 -5.93058 -2.78191 -0.41 0.14 0.17 0.2983
H 0.12132 -5.05044 -3.78259 -0.03 0.47 -0.08 0.3171
H -2.53601 -3.81655 -2.76928 0.03 -0.18 0.32 0.3773
H -1.25374 -2.90806 -3.47441 0.27 -0.12 -0.12 0.1696
H -0.01286 -3.82444 -1.46392 0.12 -0.04 -0.47 0.1045
C 3.94624 -0.04943 -3.83996 0.05 -0.21 0.74 -1.0511
C 3.80982 -1.35892 -3.06760 0.10 0.21 -0.15 0.3590
O 2.66955 -2.11985 -3.42833 -0.28 0.25 -0.17 -0.5573
H 3.19521 0.67382 -3.52086 -0.33 -0.16 -0.37 -0.0026
H 3.95103 -0.21184 -4.91518 -0.04 0.18 -0.02 0.3383
H 4.88313 0.39882 -3.49847 0.20 -0.07 -0.37 0.4019
H 3.75953 -1.08436 -2.00822 0.17 -0.29 0.09 -0.1049
H 4.69140 -1.97819 -3.26930 0.15 0.11 0.28 0.3069
H 2.34042 -2.54850 -2.62827 -0.10 0.05 0.01 0.3700
C 4.05356 2.91299 -0.17081 -0.74 0.61 1.43 -0.2505
C 4.35855 3.20935 1.33117 -0.12 -0.05 -2.01 -0.4002
O 3.32327 2.75053 2.16627 0.02 -0.68 0.30 -0.5181
H 3.77242 1.86843 -0.30089 0.12 -0.01 -0.19 -0.0864
H 4.85093 3.22707 -0.83888 0.07 -0.09 0.01 0.4513
H 3.18354 3.56362 -0.30431 -0.11 -0.33 -0.81 -0.1490
H 4.38537 4.30206 1.36434 0.73 -0.05 0.51 0.4137
H 5.28892 2.69005 1.55560 0.00 0.38 0.71 0.4061
H 2.46358 3.08883 1.86254 0.24 0.24 -0.05 0.3479
C -4.73901 2.94209 0.47751 0.09 -0.64 -0.20 -1.2292
C -3.71734 3.50842 -0.53917 -0.04 -0.32 1.16 0.4874
O -3.71031 4.91658 -0.29369 0.15 0.10 -0.62 -0.5565
H -5.78530 2.94621 0.17108 0.06 0.57 -0.21 0.3065
H -4.61841 3.50419 1.40399 -0.13 0.28 -0.14 0.4035
H -4.59866 1.90509 0.79819 0.52 -0.07 -0.41 0.1527
H -3.84091 3.33177 -1.60963 -0.61 -0.34 0.15 0.5708
H -2.72738 3.09382 -0.30773 0.01 0.03 0.09 -0.4712
H -3.58185 5.31215 -1.16036 0.05 0.37 0.18 0.3357
C -2.91173 -3.37292 1.75009 1.19 -1.83 0.39 0.1137
C -3.07901 -3.32651 3.24619 -1.17 0.52 -0.17 -0.5207
O -3.53417 -2.00115 3.57919 0.08 -0.49 0.23 -0.5501
H -1.96912 -2.89524 1.49239 -0.52 0.74 -0.38 -0.7417
H -3.78631 -3.05112 1.19142 0.13 0.31 0.00 0.5454
H -2.74057 -4.43390 1.52124 -0.17 0.04 -0.35 0.3018
H -2.17583 -3.56757 3.80017 0.06 0.34 -0.03 0.3665
H -3.84503 -4.04485 3.56217 0.08 0.01 0.06 0.3000
H -4.36666 -1.92872 3.09996 -0.03 0.35 0.17 0.2479
C 0.51790 0.80607 0.43711 -0.44 -0.45 0.63 1.1466
C 0.52273 -0.60470 -0.11192 -0.41 0.59 -1.66 0.0707
O -0.78845 -1.20433 -0.06327 0.35 -0.38 0.82 -0.2613
H -0.32193 1.37195 0.03216 0.18 0.07 -0.26 0.0628
H 1.46725 1.29688 0.22837 -0.06 0.08 -0.09 -0.2652
H 0.36881 0.80243 1.52009 0.11 -0.07 0.03 -0.4176
H 1.32370 -1.21966 0.30252 -0.31 -0.19 0.27 -0.2917
H 0.68184 -0.54074 -1.19639 0.73 0.15 0.07 0.0881
H -0.76312 -1.94344 -0.70280 -0.04 -0.28 0.26 0.0117
C -1.51907 1.17092 3.87820 -0.08 1.41 -1.12 0.3261
C -2.98998 1.46160 4.19506 0.59 -1.23 0.93 -0.3577
O -3.36684 0.33896 5.01941 -0.67 0.83 -0.08 -0.5693
H -1.41423 0.22467 3.34988 0.02 -0.13 0.17 0.0589
H -0.91016 1.21288 4.77778 -0.19 -0.35 0.20 0.2494
H -1.10255 1.94610 3.21887 -0.10 -0.23 -0.08 -0.6425
H -3.69101 1.58707 3.36526 0.39 -0.27 -0.43 0.1009
H -3.10529 2.38392 4.76655 0.12 -0.17 0.33 0.3692
H -3.30023 -0.45533 4.46497 -0.01 0.08 0.23 0.4938
C 4.06445 -4.09549 0.00692 0.66 -0.05 0.14 -0.8798
C 2.98862 -4.51629 -0.97479 -0.75 0.51 1.45 -0.4019
O 1.99284 -3.45371 -1.01188 -0.19 -0.75 -0.13 -0.0067
H 3.69431 -4.11282 1.03154 -0.41 -0.10 -0.05 0.0283
H 4.41330 -3.07030 -0.12222 0.21 -0.13 -0.45 0.1654
H 4.89202 -4.80972 0.02599 0.15 0.20 -0.27 0.4607
H 2.52393 -5.37553 -0.48089 -0.15 -0.29 -0.63 0.2934
H 3.26208 -4.75401 -1.99821 0.32 0.15 0.06 0.4663
H 1.44834 -3.60866 -0.21833 0.25 0.28 0.15 -0.0823
```
Positions in Å, forces in eV/Å.

Output
E_HOMO ... -9.6 eV
Maximum force ... 0.0432 Eh/bohr
E_tot ... -2170.393856 a.u.